41
Properties=species:S:1:pos:R:3 method="wB97M-V/def2-TZVPD" mol_weight_g_mol=694.2 e_lumo_ev=-0.7413 e_tot_ev=-257610.36861 orbital_gap_ev=7.204 relative_energy_kj_mol=0.00
Pd 0.977 0.028 0.967
Cl 1.166 -1.212 3.900
C 2.494 -2.005 3.073
Cl 3.079 -0.983 1.700
H 2.153 -2.932 2.629
H 3.331 -2.128 3.748
O -3.649 -2.387 -1.914
C -2.318 -2.095 -2.329
C -1.989 -0.631 -2.011
C -2.927 0.248 -2.833
O -2.708 1.612 -2.497
C -0.522 -0.423 -2.403
Se 0.318 1.133 -1.577
C -2.211 -0.419 -0.506
Se -1.265 1.143 0.211
H -3.642 -3.241 -1.475
H -2.226 -2.257 -3.410
H -1.603 -2.744 -1.826
H -3.960 -0.047 -2.626
H -2.736 0.081 -3.900
H -3.382 2.154 -2.916
H -0.440 -0.258 -3.477
H 0.085 -1.276 -2.109
H -1.863 -1.271 0.068
H -3.266 -0.236 -0.311
Br 3.299 5.931 2.839
C 2.611 4.251 2.279
C 1.544 3.692 2.961
C 1.040 2.463 2.552
C 1.609 1.805 1.470
C 2.677 2.377 0.792
C 3.183 3.606 1.198
H 1.107 4.211 3.804
H 0.207 2.029 3.090
H 3.124 1.876 -0.059
H 4.016 4.054 0.673
F 0.190 -1.965 0.599
B 0.551 -3.285 0.025
F 1.429 -3.890 0.912
F 1.147 -3.022 -1.202
F -0.632 -3.986 -0.110